{"formula": "C6H11N", "method": "wB97M-V/def2-TZVPD", "homo_ev": -6.5, "lumo_ev": 0.883, "total_charge": 0, "de_lowest_ev": 4.494, "homo_lumo_gap_ev": 7.41, "elements": ["C", "C", "H", "C", "H", "H", "H", "H", "N", "H", "C", "H", "C", "H", "C", "H", "H", "H"], "positions_angstrom": [[-1.537161, 0.499783, -0.237729], [0.612622, -0.717569, 0.085212], [0.863713, 2.051404, -1.004775], [-2.829952, 0.240853, -0.161302], [2.433356, -1.704098, 0.655718], [1.493435, 1.844755, 0.642599], [-3.479859, 0.500026, 0.672712], [-3.354180, -0.119459, -1.041396], [-0.059600, -1.929417, -0.030330], [0.450986, -2.671950, -0.485138], [0.595938, 1.811709, 0.026353], [2.508296, -0.878685, -0.908144], [2.106115, -0.816444, 0.108352], [-1.216779, 0.650861, 0.942389], [-0.080590, 0.459544, 0.097667], [-0.065229, 2.595155, 0.394912], [2.577868, 0.034750, 0.593594], [-1.018981, -1.851219, -0.350694]], "forces_ev_per_a": [[0.82, -0.58, 4.42], [-0.36, 1.14, -0.17], [-0.02, 0.03, 0.03], [-0.40, 0.24, -1.25], [-0.03, -0.04, -0.03], [0.03, -0.03, -0.08], [0.25, -0.22, 0.09], [-0.24, 0.07, -0.16], [-0.37, -0.44, 0.01], [-0.02, 0.09, 0.01], [-0.02, -0.18, 0.31], [-0.04, -0.03, 0.00], [0.07, 0.00, 0.43], [-1.89, 0.64, -0.58], [2.15, -0.79, -2.94], [-0.09, 0.05, -0.03], [-0.04, 0.06, -0.04], [0.20, -0.01, -0.03]]}

---

{"formula": "C6H11N2", "method": "wB97M-V/def2-TZVPD", "homo_ev": -12.8, "lumo_ev": -4.812, "total_charge": 1, "de_lowest_ev": 4.165, "homo_lumo_gap_ev": 8.00, "elements": ["N", "H", "H", "N", "H", "H", "H", "H", "H", "C", "H", "C", "C", "C", "C", "H", "H", "C", "H"], "positions_angstrom": [[-0.588831, 1.002504, -0.314616], [-4.284495, -1.306521, 0.941224], [3.352354, -1.622808, -0.197930], [1.917779, -0.382447, 0.576046], [1.912816, 1.693350, 1.404583], [2.498743, -0.700412, -1.356533], [1.019070, -0.705057, 0.897504], [2.536716, 1.366291, -0.327050], [-2.235738, 0.342365, 1.490937], [0.515083, 1.486167, -0.065954], [-1.834085, 0.118575, -1.549010], [1.872931, 1.039557, 0.381791], [-3.577780, -0.792973, 0.156003], [-2.563641, -0.046778, 0.509004], [2.444067, -1.227136, -0.479966], [0.494484, 2.590887, -0.075940], [1.805062, -2.035819, -0.685955], [-1.617916, 0.313732, -0.522883], [-3.666617, -1.133469, -0.781262]], "forces_ev_per_a": [[0.16, -1.51, 0.14], [1.32, 1.47, -1.63], [2.19, -0.75, 0.39], [-0.18, 0.44, 0.85], [0.49, -1.48, -2.15], [0.54, 1.34, -2.42], [0.12, -0.18, 0.27], [2.01, 1.08, -1.45], [-0.89, -0.60, -0.32], [0.67, 3.65, 0.03], [-0.16, -0.42, -0.75], [-3.03, -1.58, 3.40], [-1.94, -1.50, 5.16], [1.98, 1.36, 0.74], [-1.18, 0.46, 1.40], [-0.09, -0.16, -0.19], [-1.02, -1.12, -0.04], [-0.48, 0.49, 0.07], [-0.52, -0.98, -3.51]]}

---

{"formula": "C6H11N2", "method": "wB97M-V/def2-TZVPD", "homo_ev": [-12.6, -12.4], "lumo_ev": [-4.091, -4.708], "total_charge": 1, "de_lowest_ev": 6.394, "homo_lumo_gap_ev": [8.56, 7.72], "elements": ["H", "C", "H", "C", "H", "H", "H", "N", "H", "C", "H", "H", "N", "C", "C", "H", "C", "H", "H"], "positions_angstrom": [[-1.452426, 2.046088, 1.010640], [0.760474, 0.324113, -0.525284], [1.098468, -1.266528, -2.091254], [-1.452449, 0.967620, 0.548111], [2.430573, 0.436909, 1.109862], [0.430759, -1.659760, -0.523356], [-2.471691, 0.798665, 0.548438], [0.524175, -0.922032, -1.305835], [0.738415, 1.257078, 2.222858], [-0.740052, -0.024024, 1.711739], [1.459538, 0.991049, -1.118591], [-1.696745, -1.174114, -1.434189], [0.597476, 0.251072, 1.877259], [-0.911350, -0.426043, -1.572354], [1.468766, -0.056073, 0.836794], [1.766714, -1.040629, 0.799287], [-0.684002, 0.777272, -0.687762], [-0.938819, -0.207089, -2.690343], [-0.927825, -1.073576, 1.283980]], "forces_ev_per_a": [[0.61, -1.81, -0.99], [3.13, 2.32, -1.50], [-0.14, 0.40, 0.48], [1.31, 3.26, 3.21], [-0.60, 0.15, -0.97], [0.42, 0.78, -1.94], [-2.09, -0.85, -0.64], [-1.71, -2.24, 1.62], [-0.28, -2.03, -0.60], [-0.22, -0.60, -3.77], [-0.55, -0.75, 0.61], [0.17, 0.14, 0.51], [-1.77, 2.54, 2.62], [0.03, 0.16, -2.94], [0.73, 2.71, -0.35], [0.22, -2.72, -0.12], [0.36, -2.48, 2.37], [-0.05, 0.08, 1.33], [0.44, 0.93, 1.08]]}

---

{"formula": "C6H11N2O3S", "method": "wB97M-V/def2-TZVPD", "homo_ev": -15.0, "lumo_ev": -3.453, "total_charge": 1, "de_lowest_ev": 5.423, "homo_lumo_gap_ev": 11.56, "elements": ["H", "C", "H", "H", "C", "H", "S", "H", "N", "C", "C", "H", "H", "H", "H", "O", "C", "H", "C", "O", "O", "N", "H"], "positions_angstrom": [[-1.979414, 1.305571, -2.330761], [-0.810391, 1.333024, -0.540064], [0.792448, -1.435554, -1.642497], [1.720144, 0.777366, -2.531707], [0.206256, -0.567698, -1.458140], [-0.707702, -1.109845, 3.724428], [-0.689791, -1.376125, 1.477123], [3.066397, 1.733981, -1.763216], [-0.856130, -0.455605, -2.101831], [2.139491, 1.258484, -1.658068], [1.592740, 1.081079, -0.506203], [-2.538017, 0.085045, -1.188651], [2.065377, 1.544796, 0.304386], [-0.381841, 2.318076, -0.900183], [-0.132251, -2.663516, 3.456465], [-0.330852, -2.329177, 0.492768], [-0.015646, -1.666892, 3.074170], [-1.261454, 1.414100, 0.443391], [-1.657142, 0.652937, -1.570701], [0.442143, -0.111862, 1.021806], [-2.040513, -0.891820, 1.507823], [0.347870, 0.406919, -0.275561], [1.028277, -1.303286, 2.965225]], "forces_ev_per_a": [[-0.36, 0.70, -1.01], [0.15, 1.44, 1.03], [1.30, -0.12, 0.60], [0.12, 0.29, -0.34], [-2.18, -1.36, -0.05], [0.83, 0.49, -0.04], [-0.94, -0.40, -1.47], [1.00, 0.83, -0.02], [0.62, 1.35, -0.01], [-0.58, -1.49, -2.08], [0.95, 0.84, 1.07], [0.32, 0.93, 0.12], [0.02, 0.27, 1.68], [-0.60, -1.26, 0.59], [0.24, -0.87, -0.72], [0.03, -0.92, 0.07], [-0.16, 1.60, 0.10], [-0.36, 0.49, -0.10], [-0.79, -2.37, 0.53], [-0.50, 0.17, 0.92], [1.24, 0.26, 0.27], [0.30, -0.55, -1.89], [-0.67, -0.33, 0.75]]}